Entry 1:
C15H32N3O3P2 | ωB97M-V/def2-TZVPD

Computed properties:
gap between HOMO and LUMO = 4.827 eV
net charge = -1
multiplicity = 1
E_HOMO = -0.1004 Eh
ΔE to the lowest compared entry with this formula, charge and spin = 0.000 eV

Atoms and positions in Å:
C 3.3387 4.4606 -0.4132
C 2.7824 3.4288 -0.6720
C 2.0912 2.1812 -0.9437
C 1.1331 1.8022 0.2408
C -0.3303 1.6697 -0.1840
P -1.4512 3.1079 0.4038
C -2.4244 1.9373 1.6329
C -3.0360 1.2401 2.4182
C -2.5290 4.5723 1.0464
N -2.5474 5.7181 0.1099
P -2.9716 2.4967 -1.2108
C -3.0329 3.8550 -2.4580
O -4.5241 2.6053 -0.5642
H 3.6697 5.3477 0.0689
H 1.5156 2.2889 -1.8583
H 2.8289 1.3896 -1.0550
H 1.4758 0.8577 0.6516
H 1.2863 2.5427 1.0248
H -0.3593 1.6390 -1.2747
H -0.7301 0.7219 0.1666
H -0.7569 4.0216 -0.5284
H -0.5152 3.3678 1.4886
H -3.6069 0.7705 3.1819
H -2.0682 4.8797 1.9940
H -3.5462 4.2647 1.2828
H -1.5969 5.9632 -0.1420
H -2.9140 6.5216 0.6082
H -2.0556 4.0294 -2.9002
H -3.7108 3.5364 -3.2507
H -3.4020 4.8044 -2.0666
H -4.7799 3.5370 -0.5489
C 0.5462 -1.4992 3.0580
O 0.4631 -0.3395 2.7267
N 1.0731 -2.4717 2.2794
C 1.1499 -3.8590 2.6907
C 1.5724 -2.0931 0.9709
H 0.1780 -1.8717 4.0315
H 2.1896 -4.1932 2.6991
H 0.5892 -4.4875 1.9979
H 0.7342 -3.9772 3.6897
H 2.3684 -1.3528 1.0704
H 0.7728 -1.6482 0.3754
H 1.9574 -2.9754 0.4641
C 2.3056 -5.6479 -0.5493
O 1.9248 -6.2342 0.4454
N 1.7066 -5.7113 -1.7519
C 2.2022 -4.9782 -2.9001
C 0.5208 -6.5391 -1.8933
H 3.1913 -4.9891 -0.5422
H 1.4409 -4.2852 -3.2626
H 2.4643 -5.6690 -3.7044
H 3.0875 -4.4103 -2.6232
H -0.2585 -6.1974 -1.2121
H 0.7554 -7.5754 -1.6481
H 0.1586 -6.4804 -2.9163

Cartesian forces, eV/Å:
C -0.163 0.067 0.476
C 0.235 0.134 -0.188
C -0.297 -0.036 0.668
C 0.232 -0.028 -0.596
C 0.343 0.069 -0.089
P -0.169 0.211 0.725
C -0.231 -0.257 0.110
C 0.173 0.536 -0.101
C 0.395 0.370 0.036
N -0.325 -0.014 0.184
P -0.054 -0.969 -0.378
C -0.420 0.119 -0.039
O 0.060 0.524 -0.305
H 0.187 0.100 -0.277
H 0.019 -0.104 -0.197
H 0.107 -0.077 -0.315
H 0.049 -0.077 0.156
H -0.291 0.086 0.170
H -0.185 -0.014 -0.119
H -0.219 -0.047 0.135
H 0.091 0.090 -0.091
H 0.121 0.065 -0.087
H 0.019 -0.202 -0.057
H 0.048 -0.238 0.185
H -0.132 -0.102 -0.222
H 0.092 -0.155 -0.064
H -0.029 0.105 -0.084
H 0.204 -0.047 0.034
H 0.009 -0.085 -0.165
H 0.128 0.023 0.200
H -0.043 -0.025 0.245
C -0.151 0.004 -0.025
O 0.137 0.072 0.088
N 0.063 -0.221 0.089
C 0.004 0.226 -0.193
C -0.099 0.108 0.073
H 0.039 -0.034 -0.004
H -0.034 -0.122 0.015
H 0.055 -0.127 0.058
H -0.019 0.072 0.023
H 0.002 0.004 -0.064
H 0.046 0.035 -0.037
H -0.007 -0.042 0.030
C 0.058 0.087 0.090
O -0.017 -0.081 -0.013
N 0.046 0.036 -0.157
C -0.179 -0.121 0.053
C 0.068 0.022 0.146
H 0.011 -0.020 -0.028
H 0.051 0.036 -0.044
H 0.030 0.054 -0.039
H 0.008 0.006 0.033
H -0.036 -0.034 -0.019
H -0.049 -0.014 -0.005
H 0.020 0.031 -0.023

***

Entry 2:
C15H32N3PtSi2 | ωB97M-V/def2-TZVPD

Computed properties:
gap between HOMO and LUMO (spin up / spin down) = 6.582 / 6.818 eV
net charge = +1
multiplicity = 1
E_HOMO (spin up / spin down) = -0.3931 / -0.3920 Eh

Atoms and positions in Å:
Pt -0.3225 -0.1686 0.4628
N -0.2662 -0.3244 -1.7933
C 0.5839 -1.3490 -2.4071
C 0.0923 -2.7700 -2.1288
C 0.1566 -3.1801 -0.6586
N -0.8624 -2.4935 0.1467
H -1.2169 -0.3969 -2.1549
H 0.0896 0.6004 -2.0305
H 1.5972 -1.2317 -2.0141
H 0.6231 -1.2074 -3.4959
H 0.7176 -3.4573 -2.7022
H -0.9323 -2.8832 -2.4919
H 1.1433 -2.9324 -0.2548
H 0.0265 -4.2694 -0.5956
H -0.8806 -2.8974 1.0782
H -1.7781 -2.6424 -0.2726
C 2.6391 0.4058 4.4214
Si 1.9636 -0.3080 2.7923
C 1.4467 -2.1228 3.0652
C 3.2516 -0.2135 1.3812
C 0.5110 0.7380 2.1648
C 0.8714 2.0272 1.5848
C 1.4331 3.1235 2.2396
C 1.7181 4.2606 1.5075
C 1.4652 4.2753 0.1400
C 0.8836 3.1580 -0.4314
N 0.5873 2.0763 0.2722
Si -1.3284 0.7459 2.7788
C -2.1493 -0.9487 3.1325
C -1.1725 1.6718 4.4539
C -2.4541 1.7956 1.6328
H 3.5123 -0.1455 4.7518
H 1.8943 0.3428 5.2079
H 2.9332 1.4437 4.3107
H 2.2985 -2.6846 3.4332
H 1.1137 -2.6029 2.1508
H 0.6605 -2.2078 3.8066
H 4.0760 -0.8975 1.5497
H 3.6645 0.7876 1.3095
H 2.8028 -0.4574 0.4195
H 1.6259 3.0751 3.2980
H 2.1236 5.1351 1.9940
H 1.7115 5.1320 -0.4658
H 0.6391 3.1423 -1.4869
H -1.4774 -1.6186 3.6526
H -2.5089 -1.4471 2.2383
H -3.0059 -0.7867 3.7762
H -0.5452 1.1218 5.1479
H -2.1442 1.8051 4.9193
H -0.7334 2.6553 4.3157
H -2.4900 1.4112 0.6128
H -2.0940 2.8170 1.5806
H -3.4704 1.8260 2.0083

Cartesian forces, eV/Å:
Pt 2.110 1.611 -2.834
N -0.848 -0.032 -0.037
C 0.151 -0.491 -0.353
C 0.163 0.349 0.340
C 0.384 -0.236 -0.488
N 0.392 1.026 1.099
H 0.210 0.156 -0.178
H -0.209 -0.156 0.007
H -0.052 0.039 -0.020
H 0.084 0.027 0.193
H -0.090 0.024 0.001
H -0.066 -0.076 -0.110
H -0.127 -0.079 0.028
H -0.012 0.210 0.073
H -0.176 -0.030 0.010
H 0.014 0.223 0.203
C -0.213 -0.326 -0.698
Si 0.037 -0.044 -0.022
C 0.150 0.767 -0.069
C -0.455 -0.089 0.654
C -1.659 -1.651 1.006
C 0.199 0.256 -0.091
C -0.030 -0.043 -0.144
C -0.067 -0.146 -0.048
C -0.061 -0.213 0.039
C 0.015 0.351 -0.666
N -0.775 -1.911 0.919
Si 0.264 0.572 1.324
C 0.481 0.667 -0.265
C -0.489 -0.419 -0.667
C 0.639 -0.459 0.199
H 0.217 -0.153 0.045
H -0.181 0.002 0.121
H 0.056 0.207 -0.027
H 0.221 -0.110 0.073
H -0.051 -0.055 -0.216
H -0.165 -0.004 0.163
H 0.199 -0.153 0.058
H 0.082 0.235 -0.028
H -0.118 -0.050 -0.089
H 0.003 -0.030 0.143
H 0.097 0.034 0.031
H -0.083 0.056 -0.075
H 0.005 0.017 -0.014
H 0.195 -0.180 0.153
H -0.072 -0.053 -0.216
H -0.218 0.107 0.179
H 0.139 -0.172 0.095
H -0.200 0.081 0.158
H 0.078 0.184 -0.086
H -0.083 -0.018 -0.082
H 0.129 0.259 -0.001
H -0.214 -0.082 0.210

***

Entry 3:
C15H32N5O5PS | ωB97M-V/def2-TZVPD

Computed properties:
gap between HOMO and LUMO = 9.343 eV
multiplicity = 1
E_HOMO = -0.3341 Eh

Atoms and positions in Å:
C 2.9284 1.6601 3.0870
C 2.4166 1.8199 1.6432
C 1.1841 0.9551 1.3247
N 1.2718 0.4606 -0.0459
C 0.0628 -0.0038 -0.7364
C 0.5318 -1.0897 -1.7495
C 0.7843 -2.4877 -1.1924
C 1.9041 -2.6185 -0.1440
C 1.7561 -3.9165 0.6774
N 1.7111 -3.6023 2.1209
C 1.2151 -4.6866 2.8958
N 2.0116 -5.5517 3.3706
N -0.2018 -4.7606 3.1123
C -0.8874 -0.5970 0.2970
O -1.9815 -1.3720 -0.2300
S -2.7987 -0.6442 -1.4430
O -4.1120 -1.2143 -1.3647
O -2.9128 0.8353 -0.7300
C -1.8887 1.7911 -1.1399
C -2.5109 2.5400 -2.3549
C -1.6040 3.4511 -3.1643
C -0.7754 4.5350 -2.5272
N -1.4957 3.3184 -4.4292
P -1.6415 2.9750 0.3252
O -2.8233 4.0846 0.0804
O -2.2819 2.0592 1.5210
C -0.5657 1.1605 -1.5922
H 4.0126 1.5603 3.0759
H 2.7031 2.5297 3.7005
H 2.5260 0.7698 3.5646
H 2.1811 2.8621 1.4365
H 3.2075 1.4771 0.9751
H 0.2853 1.5409 1.5273
H 1.2202 0.0989 2.0029
H 1.8197 1.0677 -0.6337
H -0.1725 -1.1742 -2.5763
H 1.4664 -0.7050 -2.1647
H 1.0794 -3.1125 -2.0392
H -0.1240 -2.9457 -0.8035
H 2.8561 -2.6788 -0.6676
H 1.9160 -1.7944 0.5599
H 2.5829 -4.6004 0.5031
H 0.8380 -4.4482 0.3967
H 1.0720 -2.8257 2.2467
H 1.4803 -6.2421 3.8931
H -0.6503 -5.4051 2.4795
H -0.6550 -3.8604 3.0706
H -0.3162 -1.2890 0.9135
H -1.2988 0.1495 0.9670
H -2.8350 1.7362 -3.0202
H -3.4244 3.0512 -2.0541
H -1.1978 4.9434 -1.6167
H 0.2104 4.1276 -2.2937
H -0.6155 5.3224 -3.2582
H -2.0682 2.5487 -4.7717
H -3.6954 3.6848 -0.0231
H -3.1471 1.7108 1.2739
H 0.1576 1.9725 -1.6554
H -0.7108 0.8273 -2.6203

Cartesian forces, eV/Å:
C 0.151 0.286 -0.260
C -0.178 -0.559 0.209
C 0.639 0.243 -0.012
N -0.393 -0.214 0.469
C 0.349 0.213 -0.933
C 0.039 0.013 0.350
C 0.488 -0.082 0.046
C -0.330 -0.906 -0.012
C -0.047 0.085 0.139
N -0.107 -0.005 0.146
C 0.174 -0.490 0.428
N -0.167 0.338 -0.542
N 0.353 0.169 0.202
C 0.167 -0.284 0.496
O 0.057 0.355 -0.429
S -0.095 -0.265 0.360
O -0.111 -0.004 -0.008
O 0.162 0.037 -0.240
C -0.573 0.739 -0.384
C 0.250 -0.430 0.117
C -0.037 -0.126 -0.663
C 0.085 -0.145 -0.047
N -0.011 0.150 0.434
P 0.229 0.126 0.416
O 0.094 -0.263 -0.028
O 0.179 0.417 -0.009
C -0.305 -0.253 0.334
H 0.043 -0.008 0.107
H -0.154 -0.046 0.102
H -0.052 -0.030 0.063
H 0.160 0.074 -0.181
H 0.050 0.181 -0.137
H -0.126 -0.082 0.102
H -0.271 -0.054 0.067
H -0.030 0.132 -0.086
H -0.108 -0.001 -0.013
H 0.010 0.013 -0.169
H -0.124 -0.072 -0.054
H -0.211 0.202 0.021
H 0.163 0.452 0.110
H 0.161 0.255 -0.147
H 0.080 -0.029 0.095
H -0.034 -0.010 -0.197
H 0.002 0.122 -0.100
H -0.057 -0.053 0.047
H -0.087 -0.100 0.001
H -0.116 0.036 -0.211
H -0.051 -0.158 -0.076
H 0.020 0.073 -0.061
H -0.021 0.028 -0.127
H 0.068 0.195 0.060
H -0.132 0.058 0.058
H 0.026 0.004 0.124
H -0.051 0.053 -0.009
H -0.021 -0.051 0.007
H -0.209 0.142 -0.033
H -0.110 -0.391 0.017
H 0.074 0.027 0.075
H 0.046 -0.110 -0.036

***

Entry 4:
C15H33BInO3Pb | ωB97M-V/def2-TZVPD

Computed properties:
gap between HOMO and LUMO = 1.220 eV
net charge = +1
multiplicity = 1
E_HOMO = -0.3108 Eh

Atoms and positions in Å:
C -6.4472 0.8529 1.4496
C -5.6440 -0.2520 2.4128
C -4.2053 -0.5326 1.6112
C -3.3615 -1.8077 2.2402
C -2.1324 -2.2492 1.1981
C -1.2413 -0.8732 0.9703
C 0.4046 -1.1561 1.0325
C 1.0499 0.0766 1.9282
C 2.6830 0.1895 1.8448
In 3.4396 0.2079 -0.3142
C 4.3297 2.2154 -0.8660
C 3.3123 3.1509 -1.8051
O 2.6780 2.2503 -2.7761
C 1.2125 2.2530 -2.6866
O 0.4717 2.3310 -1.5793
C 0.3783 2.0791 -4.1170
C 0.3675 0.4883 -4.6315
B 4.9123 -1.5470 -0.4639
C 4.3432 -2.9945 0.1660
O 6.2602 -1.4286 -1.0895
H -5.8567 1.8639 1.5761
H -7.5729 0.9080 1.7694
H -6.2727 0.4897 0.3445
H -5.3385 0.2511 3.4363
H -6.2255 -1.2632 2.5306
H -3.5666 0.4586 1.7905
H -4.3533 -0.5958 0.4409
H -4.0541 -2.7042 2.5372
H -2.7936 -1.3906 3.2035
H -2.6351 -2.6431 0.2006
H -1.4991 -3.1458 1.6291
H -1.4562 -0.0906 1.8176
H -1.5407 -0.4736 -0.1122
H 0.7612 -1.1742 -0.0830
H 0.6599 -2.2089 1.4921
H 0.6914 -0.1299 3.0475
H 0.5607 1.1230 1.6362
H 3.0861 1.1845 2.3608
H 3.1467 -0.7482 2.3993
H 2.0919 -0.1642 -1.4892
H 4.4405 2.8346 0.1482
H 5.3947 2.0934 -1.3401
H 4.0110 3.9150 -2.3966
H 2.5813 3.8082 -1.1739
H -0.7404 2.4699 -4.0335
H 0.9741 2.6792 -4.9392
H 0.6459 -0.2621 -3.7531
H 1.1802 0.3102 -5.4774
H -0.6784 0.1957 -5.1230
H 5.1032 -3.8767 0.0377
H 4.0346 -2.8111 1.3010
H 3.3158 -3.1881 -0.4084
H 6.5387 -2.3480 -1.4173
Pb -7.4454 1.3792 3.5240

Cartesian forces, eV/Å:
C 3.131 -0.761 -1.079
C 0.685 -0.247 -1.444
C 0.624 0.780 0.679
C 0.898 0.491 0.003
C -0.993 0.541 0.327
C 0.595 -1.184 -0.478
C -0.845 0.627 -0.412
C -0.025 0.036 -0.271
C -0.654 -0.852 2.496
In -1.519 1.926 -0.794
C 0.227 2.094 0.318
C 2.433 0.176 0.929
O -4.324 1.575 0.645
C -3.300 -0.173 3.114
O 5.144 -0.173 -5.956
C 1.093 -0.514 -0.497
C 0.359 -0.433 -0.264
B 4.541 -2.499 -0.550
C -1.319 0.660 -0.025
O -3.982 -1.696 1.058
H -1.332 -1.817 -0.558
H 0.970 -0.691 -3.264
H -1.091 0.799 2.219
H -0.395 -1.219 -1.548
H 0.980 2.114 -0.076
H -1.316 -2.186 -0.508
H 0.028 -0.180 2.444
H 1.247 1.747 -0.643
H -1.458 -1.048 -1.874
H 1.155 0.932 1.944
H -1.305 1.968 -0.655
H 0.158 -1.499 -1.750
H 0.806 -0.435 2.559
H -0.353 0.226 2.305
H -0.590 2.130 -0.654
H 0.962 0.422 -2.147
H 1.047 -2.350 0.318
H -0.758 -2.092 -1.244
H -0.874 2.026 -1.018
H 0.684 -0.143 0.501
H 0.035 -1.420 -1.987
H -2.122 0.464 0.782
H -1.670 -1.739 0.941
H 1.068 -1.738 -1.193
H 2.739 -0.741 0.252
H -1.365 -1.030 1.751
H -0.831 1.678 -1.819
H -1.675 0.537 1.867
H 2.274 0.728 1.307
H -1.472 1.668 0.267
H 0.815 -0.511 -2.416
H 2.208 0.108 1.237
H -0.464 1.775 0.745
Pb -0.875 1.142 4.122

***

Number 2 is which compound? C15H32N3PtSi2